1.
22
Properties=species:S:1:pos:R:3:mulliken_charge:R:1 method="wB97M-V/def2-TZVPD" e_homo_ev=-13.8 multiplicity=1 smiles="O=[N+]=C(c1ccccc1)C1CC1" lumo_ha=-0.206 total_energy_ha=-516.56645 e_above_lowest_kj_mol=472.45 total_charge=+1 orbital_gap_ev=8.2
C 2.7765 -0.5468 1.8282 -0.346
C 2.7911 -0.1809 0.5027 -0.448
C 1.6922 -1.0037 2.5131 -0.449
C 1.5898 -0.3131 -0.1789 -0.516
C 0.4131 -1.0243 1.8748 -0.203
C 0.4687 -0.6907 0.5509 0.275
C -1.0485 -0.3667 -0.3773 0.166
C -1.7257 1.2489 -2.4859 -0.560
C -2.7189 1.3922 -1.3524 -0.697
C -1.3103 0.9512 -1.0813 -0.087
N -1.4113 -1.5054 -0.2054 0.580
O -1.6899 -2.6086 -0.0135 -0.418
H 3.6193 -0.3619 2.5253 0.325
H 3.6228 0.0225 -0.1656 0.397
H 1.7495 -1.2924 3.5868 0.365
H 1.5227 0.1095 -1.0884 0.552
H -0.4781 -1.4509 2.4089 0.367
H -1.6637 0.4638 -3.1518 0.332
H -1.2806 2.2356 -2.9113 0.224
H -2.7974 2.4280 -0.9815 0.215
H -3.4939 0.7781 -1.1529 0.368
H -0.6274 1.7156 -0.6445 0.558

=====

2.
24
Properties=species:S:1:pos:R:3:mulliken_charge:R:1 method="wB97M-V/def2-TZVPD" s2=0.76 e_homo_ev="-9.3 / -9.4" multiplicity=2 lumo_ha="-0.018 / -0.086" total_energy_ha=-667.32545 e_above_lowest_kj_mol=47.74 orbital_gap_ev="8.8 / 7.1"
C 0.0357 -1.8913 -0.5123 -1.356
C 0.1017 -1.1430 0.6318 0.864
C 1.1848 -1.5109 1.5710 -0.150
O 1.4847 -0.9043 2.5784 -0.476
H -0.8076 -1.7774 -1.1972 0.380
H 0.5788 -2.8382 -0.5626 0.341
C -0.7056 0.0780 0.8480 0.497
C -1.1688 0.4227 2.1306 -0.339
C -1.8119 1.6394 2.3517 -0.584
C -2.0961 2.4872 1.2787 -0.314
C -1.7440 2.1035 -0.0171 -0.747
C -1.0338 0.9228 -0.2253 -0.167
H 1.6685 -2.4881 1.3488 0.312
H -0.8975 -0.1895 2.9901 0.320
H -1.9756 1.9814 3.3747 0.351
H -2.6575 3.4085 1.4427 0.354
H -2.1551 2.6396 -0.8742 0.341
H -0.8670 0.5904 -1.2517 0.375
C 2.0254 -0.3732 -1.9433 -0.604
H 1.5003 0.5769 -1.8708 0.410
H 2.8322 -0.6442 -1.2670 0.394
N 2.1420 -0.8855 -3.2484 0.908
O 1.3699 -0.4665 -4.1070 -0.555
O 2.9966 -1.7383 -3.4692 -0.556

=====

3.
21
Properties=species:S:1:pos:R:3:mulliken_charge:R:1 method="wB97M-V/def2-TZVPD" e_homo_ev=-9.5 multiplicity=1 smiles="C=C[C@]1(c2ccccc2)CO1" lumo_ha=0.036 total_energy_ha=-462.16013 e_above_lowest_kj_mol=390.75 orbital_gap_ev=10.5
C -0.3154 -2.6328 1.9921 -0.469
C 0.8529 -1.8418 2.1221 -0.502
C -1.2381 -2.2644 0.9903 -0.361
C 1.0965 -0.7968 1.2412 -0.130
C -0.9660 -1.2258 0.1333 -0.505
C 0.1998 -0.4862 0.2506 0.135
C -1.0067 2.6004 -1.8215 -0.782
C -0.7755 1.9720 -0.6808 -0.421
C 1.5815 1.4963 -1.1910 -0.721
C 0.3283 0.9101 -0.7819 0.989
O 0.7439 0.7874 -2.1001 -0.520
H -0.5458 -3.4433 2.6473 0.413
H 1.6382 -2.1328 2.8441 0.334
H -2.2022 -2.7832 0.8133 0.311
H 2.0775 -0.3807 1.0806 0.267
H -1.5914 -0.9901 -0.7171 0.394
H -1.8537 3.1686 -1.9132 0.370
H -0.4753 2.3811 -2.7911 0.235
H -1.5500 2.0165 0.2404 0.282
H 1.4765 2.6571 -1.2359 0.263
H 2.5248 0.9883 -1.1227 0.417

=====

4.
23
Properties=species:S:1:pos:R:3:mulliken_charge:R:1 method="wB97M-V/def2-TZVPD" e_homo_ev=-8.6 multiplicity=1 lumo_ha=0.004 total_energy_ha=-2938.88640 e_above_lowest_kj_mol=113.68 orbital_gap_ev=8.7
C 2.9179 -0.5354 -1.3164 -0.509
C 2.8329 -1.6334 -0.3758 -0.437
C 2.0401 0.5441 -1.2160 -0.951
C 1.8336 -1.6016 0.4857 -0.634
C 0.9980 0.5334 -0.2453 0.650
C 0.9544 -0.4917 0.6240 1.089
C 0.0565 1.6415 -0.2069 0.330
C 0.0456 -0.5100 1.8039 -0.820
C -1.5360 0.2963 0.9820 -0.446
C -3.7313 0.5529 -0.7563 -0.825
O 0.1737 2.7491 -0.6785 -0.614
O -1.1740 1.4590 0.3526 -0.414
Se -2.3935 -0.8786 -0.4049 0.020
H 3.8519 -0.4023 -1.8999 0.331
H 3.4901 -2.4903 -0.4210 0.399
H 1.9600 1.2132 -1.9510 0.550
H 1.7542 -2.4136 1.2530 0.245
H -0.2872 -1.4937 2.2670 0.341
H 0.1994 0.2875 2.5092 0.374
H -2.2549 0.6588 1.6627 0.461
H -3.7224 0.7905 -1.8063 0.305
H -4.7173 0.3258 -0.4164 0.320
H -3.2916 1.3984 -0.2454 0.234

=====

5.
29
Properties=species:S:1:pos:R:3:mulliken_charge:R:1 method="wB97M-V/def2-TZVPD" e_homo_ev=-4.8 multiplicity=1 lumo_ha=0.021 total_energy_ha=-1976.21419 total_charge=-1 orbital_gap_ev=5.4
C 3.6351 -2.1144 0.2968 -0.698
C 3.1692 -1.2757 1.2312 -0.525
C 2.1493 -0.1935 0.9917 -0.789
C 0.7261 -0.6412 0.7142 0.509
C -0.1726 0.2641 0.2921 0.226
P 0.2535 2.0236 0.0252 0.278
S 0.7230 2.9171 1.7113 -0.482
C -1.6047 -0.0995 0.0332 0.342
O -2.3053 0.5677 -0.6892 -0.462
C -2.1265 -1.3380 0.6852 -0.034
S -3.8691 -1.5322 0.8304 -0.244
C -1.2475 -2.2439 1.1108 0.062
O -1.6143 -3.4332 1.6627 -0.531
C 0.2389 -2.0471 0.9334 0.325
O 0.9391 -3.0278 0.9530 -0.470
H 3.9687 -1.8036 -0.6889 0.284
H 3.7371 -3.1670 0.5454 0.245
H 3.5356 -1.3732 2.2519 0.340
H 2.0824 0.4567 1.8674 0.435
H 2.4774 0.4375 0.1569 0.404
H 1.2795 2.0144 -0.9341 0.093
H -0.8598 2.6178 -0.6170 0.181
H -4.1568 -1.4870 -0.4769 0.163
H -1.8468 -3.3077 2.5875 0.333
C -1.6433 3.9655 -3.0470 0.685
O -1.8279 3.8016 -1.8119 -0.787
O -2.0723 2.8473 -3.8195 -0.526
O -1.1643 4.9014 -3.6756 -0.689
H -2.4039 2.2703 -3.1202 0.332

=====

6.
25
Properties=species:S:1:pos:R:3:mulliken_charge:R:1 method="wB97M-V/def2-TZVPD" e_homo_ev=-8.5 multiplicity=1 smiles=c1csc(CSSSCc2cccs2)c1 lumo_ha=0.011 total_energy_ha=-2377.89723 e_above_lowest_kj_mol=267.59 orbital_gap_ev=8.8
C -1.6260 -0.5626 1.9701 -0.664
C 1.6903 -0.6152 -1.8684 -0.869
C 2.1848 0.3438 -0.8314 0.629
C 2.0015 1.7091 -0.6067 -0.484
C 2.7863 2.2585 0.4582 -0.287
C 3.4788 1.3171 1.0751 -0.542
C -1.9949 0.4645 0.9308 0.526
C -1.6140 1.8246 0.8648 -0.727
C -2.1738 2.4586 -0.3161 -0.217
C -3.1922 1.7549 -0.8567 -0.395
H -2.3229 -1.4020 1.8813 0.319
H -1.6938 -0.0438 2.9488 0.372
H 2.1138 -1.6198 -1.8316 0.417
H 1.6735 -0.0535 -2.6403 0.403
H 1.4543 2.3682 -1.3934 0.247
H 2.7136 3.4283 0.6123 0.260
H 4.3576 1.3825 1.7126 0.408
H -0.6524 2.2081 1.3336 0.281
H -1.8141 3.4101 -0.6724 0.401
H -3.9511 2.2373 -1.6397 0.280
S -0.1469 -1.4931 1.6097 -0.067
S -0.4825 -2.3535 -0.3666 -0.105
S -0.0194 -0.8506 -1.7032 0.002
S 3.1594 -0.3205 0.3556 -0.101
S -3.2058 0.1654 -0.2225 -0.087

=====

7.
26
Properties=species:S:1:pos:R:3:mulliken_charge:R:1 method="wB97M-V/def2-TZVPD" e_homo_ev="-7.0 / -7.0" multiplicity=1 lumo_ha="0.010 / 0.010" total_energy_ha=-3262.48908 e_above_lowest_kj_mol=0.00 orbital_gap_ev="7.3 / 7.3"
C 2.3951 -1.9882 -0.4083 -0.095
C 1.9973 -2.4763 0.7660 -1.024
C 1.9592 -0.8139 -0.9720 -1.266
C 1.0069 -1.6318 1.3893 -0.529
C 1.0148 0.0150 -0.2496 1.115
C 0.5249 -0.4155 0.9906 0.629
C 0.2568 1.0633 -1.0373 -0.005
C -0.5000 0.3095 1.7721 -0.799
C -1.2986 0.7197 -1.3248 -0.193
C -2.1182 0.6210 -0.1419 0.179
O 0.3219 2.1774 -0.2113 -0.534
O -0.5780 1.5583 2.1709 -0.561
O -1.2920 -0.4252 -2.1811 -0.516
O -2.5874 1.8431 0.3424 -0.529
Br -3.3741 -0.8908 0.0770 -0.203
H 3.1995 -2.5625 -0.9554 0.252
H 2.4313 -3.3915 1.2102 0.380
H 2.2009 -0.6092 -1.9756 0.391
H 0.6639 -1.9837 2.3354 0.336
H 0.8909 1.3100 -1.9177 0.566
H -1.0866 -0.3534 2.3947 0.495
H -1.6747 1.5070 -1.9301 0.362
H 0.3048 3.0323 -0.6941 0.300
H 0.0387 2.1421 1.6225 0.433
H -2.2456 -0.5637 -2.3524 0.389
H -2.4518 1.8068 1.2804 0.426

=====

8.
26
Properties=species:S:1:pos:R:3:mulliken_charge:R:1 method="wB97M-V/def2-TZVPD" e_homo_ev=-8.1 multiplicity=1 lumo_ha=-0.002 total_energy_ha=-1513.04782 e_above_lowest_kj_mol=689.68 orbital_gap_ev=8.1
C 2.8309 -2.2526 0.2673 -0.442
C 1.5336 -2.0473 0.2888 -0.753
C 3.7233 -1.0861 0.6621 -0.459
C 0.8039 -0.7850 0.6211 0.564
C 3.0990 0.1362 0.7323 -0.404
C 1.7293 0.4056 0.5631 0.409
C -3.2120 1.8819 -1.0884 -1.262
C -2.4871 0.5976 -1.3158 -0.264
C 1.2191 1.6413 0.3788 -0.103
C -2.6049 -0.3283 -0.1221 0.114
N -1.5952 -0.7649 0.5877 0.695
O -0.3619 -0.6054 -0.1339 -0.337
O -1.6147 -1.3472 1.6440 -0.702
Cl 2.0867 3.1276 0.4446 -0.194
Cl -4.1565 -0.7593 0.3239 -0.156
H 3.1821 -3.1433 -0.1335 0.446
H 0.8476 -2.8448 0.1123 0.386
H 4.8235 -1.1069 0.5962 0.325
H 0.5169 -1.0523 1.7253 0.276
H 3.8841 1.0637 0.8020 0.068
H -4.2182 1.7453 -0.8884 0.404
H -2.8375 2.5982 -0.3683 0.326
H -3.1351 2.5431 -2.0484 0.301
H -1.3590 0.6910 -1.5336 0.214
H -2.8073 0.0705 -2.1345 0.428
H 0.1092 1.6213 0.0175 0.122